No. 1
115
Properties=species:S:1:pos:R:3:forces:R:3:lowdin_spin:R:1 method="wB97M-V/def2-TZVPD" spin_multiplicity=3 total_energy_ev=-173137.28011 mol_weight_g_mol=1056.8 charge=+2
V 15.171 12.954 12.333 -0.74 -1.81 -1.77 1.898
C 17.251 10.460 12.193 -0.34 -0.03 0.29 0.001
C 17.562 11.321 13.450 1.67 -0.92 0.00 0.002
N 16.742 12.528 13.686 0.33 0.77 0.55 -0.007
C 16.238 12.715 15.129 0.80 0.63 -0.57 -0.002
C 14.877 12.096 15.397 -0.93 0.26 0.90 0.006
S 13.997 11.459 13.950 0.28 -0.45 0.98 -0.001
C 14.688 9.726 13.951 -0.11 -0.22 -0.03 -0.001
C 15.041 9.367 12.532 0.55 0.04 -1.36 0.001
N 15.797 10.499 11.874 0.53 -0.51 -0.35 0.002
H 17.567 9.427 12.412 -0.07 0.27 0.06 0.000
H 17.867 10.736 11.312 -0.65 0.04 0.57 0.000
H 18.639 11.622 13.361 -0.84 -0.15 0.20 0.000
H 17.543 10.676 14.341 -0.22 0.23 -0.22 0.000
H 17.407 13.303 13.592 -0.42 -0.05 -0.01 0.002
H 16.140 13.817 15.274 0.26 -0.83 -0.15 -0.002
H 17.014 12.327 15.818 -0.41 0.21 -0.33 0.000
H 14.197 12.872 15.811 0.49 -0.46 -0.17 0.001
H 14.933 11.289 16.143 -0.11 0.23 -0.32 0.001
H 13.842 9.101 14.268 0.26 0.10 0.13 -0.001
H 15.545 9.564 14.647 -0.75 0.63 -0.38 0.000
H 14.119 9.225 11.944 0.28 0.08 0.17 0.000
H 15.634 8.405 12.440 -0.65 0.99 0.34 0.000
H 15.722 10.371 10.864 -0.24 -0.06 0.15 0.001
Se 14.899 17.450 5.815 0.11 -1.30 2.01 -0.001
N 16.201 16.409 6.588 -1.56 -0.38 0.53 -0.001
C 15.601 15.717 7.570 -0.01 0.99 -1.39 0.000
C 16.271 14.751 8.419 -0.28 -0.49 1.47 0.000
C 17.619 14.522 8.283 0.97 -0.61 -0.23 0.006
C 18.228 13.651 9.182 1.61 -0.32 -0.90 -0.001
C 17.546 13.113 10.245 -0.01 -0.04 0.59 0.005
N 16.236 13.301 10.455 0.08 1.55 -1.11 0.003
C 15.594 14.101 9.512 1.80 -0.11 -0.10 0.006
C 14.214 14.339 9.720 -2.16 0.89 0.43 0.001
N 13.642 13.708 10.822 -0.06 0.92 -1.17 -0.008
C 12.329 13.928 10.991 0.54 -0.05 -0.65 0.001
C 11.599 14.763 10.155 -0.63 0.77 0.01 0.000
C 12.177 15.548 9.170 0.08 -0.87 0.32 0.003
C 13.516 15.290 8.871 0.49 -0.87 1.12 0.000
C 14.215 15.979 7.783 -0.68 0.88 -0.26 0.000
N 13.620 16.896 7.017 1.56 -0.82 -0.27 0.000
H 18.153 15.003 7.448 -0.16 -0.33 0.57 0.000
H 19.284 13.302 9.063 -0.97 0.77 0.06 0.000
H 18.145 12.557 10.982 -0.66 0.27 -0.36 0.000
H 11.778 13.379 11.741 0.42 0.11 0.23 0.000
H 10.532 14.850 10.336 0.12 0.01 0.09 0.000
H 11.600 16.294 8.633 0.15 -0.17 -0.07 0.000
C 8.172 8.762 11.682 -0.48 0.44 -0.64 0.000
C 8.232 9.581 10.405 0.13 0.31 -0.44 0.000
C 7.139 9.564 9.512 0.82 -0.52 0.59 0.000
C 7.159 10.203 8.284 -0.54 0.06 -0.44 0.000
C 8.240 10.996 7.976 1.03 0.54 -0.03 0.000
C 9.363 11.035 8.836 -0.44 0.60 -1.11 0.000
C 9.367 10.337 10.027 0.47 -0.24 0.70 0.000
Sb 11.262 10.696 11.131 -0.84 -1.06 -0.21 0.000
C 12.654 9.760 9.625 -0.42 -0.13 0.57 0.000
C 13.700 10.598 9.231 0.54 0.72 0.32 0.001
C 14.649 10.234 8.265 -0.01 0.44 0.17 0.000
C 14.518 9.008 7.633 0.64 -0.07 -0.42 0.000
C 13.441 8.211 7.955 -0.60 -0.68 0.27 0.000
C 12.509 8.535 8.958 -0.62 -0.05 -0.45 0.000
C 11.291 7.622 9.140 0.53 0.10 -0.07 0.000
C 11.050 9.437 12.984 -0.08 0.51 -0.74 0.000
C 11.518 8.135 12.974 0.18 -0.08 -0.08 0.000
C 11.527 7.379 14.134 0.68 -1.12 -0.77 0.000
C 11.124 7.901 15.330 -0.29 -0.07 0.85 0.000
C 10.635 9.191 15.371 -0.56 1.08 -1.49 0.000
C 10.514 9.969 14.175 0.87 0.04 0.54 0.000
C 9.935 11.386 14.222 -0.28 -0.79 0.44 0.000
H 7.250 8.181 11.652 0.06 -0.06 0.21 0.000
H 8.135 9.420 12.555 0.14 -0.23 0.02 0.000
H 9.012 8.075 11.749 0.03 0.05 0.14 0.000
H 6.297 8.957 9.787 -0.33 -0.18 0.03 0.000
H 6.342 10.067 7.544 0.51 0.26 0.81 0.000
H 8.232 11.629 7.084 0.12 -0.44 0.15 0.000
H 10.240 11.627 8.494 -0.59 -0.36 0.40 0.000
H 13.795 11.593 9.706 -0.06 -0.64 -0.30 0.001
H 15.460 10.923 7.980 -0.42 -0.31 0.22 0.000
H 15.248 8.656 6.878 -0.57 0.40 0.50 0.000
H 13.298 7.283 7.399 0.04 0.15 0.21 0.000
H 11.534 6.650 8.691 -0.24 0.17 0.23 0.000
H 10.408 8.030 8.611 0.43 -0.10 0.36 0.000
H 11.042 7.470 10.205 -0.02 0.12 -0.52 0.000
H 11.862 7.688 12.047 0.10 -0.01 0.11 0.000
H 11.889 6.350 14.078 -0.14 0.23 0.07 0.000
H 11.140 7.266 16.220 0.04 0.36 -0.18 0.000
H 10.277 9.627 16.286 -0.10 0.03 0.29 0.000
H 9.477 11.546 15.210 0.04 0.05 -0.37 0.000
H 9.156 11.524 13.455 0.27 0.01 0.22 0.000
H 10.703 12.152 14.102 0.11 0.00 -0.15 0.000
C 12.293 17.227 17.164 0.15 0.39 0.62 0.029
C 13.643 17.140 16.847 0.52 -0.08 0.13 -0.003
C 14.087 16.364 15.789 -0.23 -0.28 -0.56 0.023
C 13.183 15.647 14.974 -0.49 1.10 0.49 0.005
C 11.822 15.762 15.304 0.20 -0.43 0.22 0.028
C 11.403 16.498 16.411 -1.08 -0.20 -0.42 -0.003
C 13.582 14.796 13.859 1.52 -0.77 -0.44 0.122
C 14.798 14.685 13.181 -2.00 1.24 0.26 -0.085
C 15.572 15.890 12.853 0.92 1.12 0.99 0.004
C 16.956 15.891 12.562 -0.29 -0.15 0.25 -0.016
C 17.673 17.070 12.363 0.61 -0.27 -0.74 0.003
C 17.038 18.302 12.354 0.22 0.58 -0.08 -0.020
C 15.673 18.327 12.604 -0.50 0.09 -0.10 0.003
C 14.960 17.168 12.891 0.17 -0.06 -0.48 -0.017
H 11.953 17.859 18.007 0.25 -0.58 -0.61 0.001
H 14.374 17.644 17.471 -0.06 0.09 -0.15 -0.001
H 15.132 16.327 15.508 0.12 0.05 0.32 0.001
H 11.085 15.217 14.717 0.06 0.06 0.08 0.001
H 10.338 16.491 16.674 0.46 0.12 -0.19 -0.001
H 12.801 14.067 13.617 0.23 -0.27 0.27 0.005
H 17.512 14.949 12.519 -0.16 0.26 -0.05 0.000
H 18.735 17.000 12.084 -0.49 0.07 0.37 0.001
H 17.574 19.253 12.140 -0.36 -0.98 0.18 -0.001
H 15.122 19.266 12.527 0.21 -0.19 0.23 0.001
H 13.902 17.276 13.121 0.21 -0.20 -0.15 0.000


No. 2
49
Properties=species:S:1:pos:R:3:forces:R:3:lowdin_spin:R:1 method="wB97M-V/def2-TZVPD" spin_multiplicity=2 total_energy_ev=-268420.58819 mol_weight_g_mol=567.8 charge=+1
Cu -0.609 -0.099 -0.562 0.18 -0.24 0.78 0.555
C 0.696 1.108 4.768 -0.01 -0.02 -0.22 0.000
Se -0.125 0.354 3.157 0.07 -0.22 0.18 0.001
C 1.334 -0.907 2.792 -0.18 0.19 -0.11 -0.001
C 2.427 -0.316 1.918 0.19 -0.12 -0.12 0.001
Se 2.151 -0.472 -0.029 -0.21 0.18 0.43 0.014
C 3.292 1.048 -0.470 -0.18 -0.16 -0.10 0.002
H 0.805 0.327 5.515 -0.03 0.00 0.00 0.000
H 0.033 1.882 5.147 -0.02 0.00 -0.01 0.000
H 1.665 1.545 4.536 0.00 0.02 0.02 0.000
H 0.887 -1.804 2.369 0.00 0.01 0.00 0.000
H 1.755 -1.147 3.766 -0.02 -0.12 0.01 0.000
H 3.381 -0.812 2.101 0.00 0.04 0.06 0.000
H 2.536 0.748 2.128 0.11 0.01 -0.04 0.000
H 4.311 0.823 -0.169 0.01 0.02 0.00 0.001
H 2.929 1.940 0.034 0.01 0.02 0.00 0.000
H 3.249 1.188 -1.548 0.03 0.02 0.00 0.000
O -0.368 5.981 -0.996 -0.07 0.12 -0.08 0.000
C -0.426 4.658 -0.864 0.06 -0.26 0.15 0.001
C 0.175 3.957 0.184 -0.04 0.12 -0.03 0.001
C 0.068 2.589 0.211 0.09 0.03 -0.01 0.003
N -0.588 1.880 -0.724 -0.09 0.20 -0.31 0.016
C -1.187 2.569 -1.701 0.01 0.06 0.04 0.001
Br -2.186 1.584 -2.957 0.01 0.01 0.04 0.000
C -1.135 3.937 -1.822 -0.07 0.11 -0.08 0.001
H 0.117 6.394 -0.272 0.01 -0.04 0.01 0.000
H 0.706 4.477 0.971 0.02 -0.03 0.01 0.000
H 0.500 2.011 1.020 -0.01 0.02 -0.05 0.000
H -1.644 4.451 -2.624 0.02 -0.02 -0.02 0.000
C -2.422 -3.182 1.505 0.07 0.13 -0.09 0.004
C -2.309 -2.081 0.458 -0.22 -0.20 0.08 0.028
C -3.550 -1.193 0.444 0.16 -0.05 -0.01 0.005
O -1.139 -1.328 0.676 0.20 0.24 -0.44 0.330
H -3.251 -3.847 1.262 -0.01 -0.02 0.06 0.000
H -2.601 -2.741 2.487 0.01 -0.02 0.02 0.000
H -1.502 -3.765 1.547 -0.01 -0.01 -0.01 0.000
H -2.220 -2.557 -0.533 0.05 0.01 0.01 0.015
H -3.693 -0.741 1.427 -0.01 0.02 0.00 0.000
H -4.433 -1.783 0.197 -0.05 0.05 0.00 0.000
H -3.448 -0.395 -0.296 -0.03 -0.01 -0.02 0.000
C 1.387 -3.056 -4.586 -0.01 0.03 0.03 0.000
C 0.170 -3.281 -3.677 0.14 -0.12 -0.17 0.000
C -0.105 -2.119 -2.849 -0.02 0.23 0.00 0.000
N -0.298 -1.181 -2.222 -0.07 -0.21 -0.06 0.023
H 1.512 -3.924 -5.229 0.02 0.00 0.01 0.000
H 2.293 -2.925 -3.997 0.00 -0.01 0.00 0.000
H 1.251 -2.177 -5.213 -0.02 -0.01 -0.01 0.000
H 0.335 -4.128 -3.009 -0.06 -0.01 0.00 0.000
H -0.724 -3.487 -4.268 -0.03 -0.01 0.05 0.000


No. 3
14
Properties=species:S:1:pos:R:3:forces:R:3:mulliken_charge:R:1 method="wB97M-V/def2-TZVPD" spin_multiplicity=1 total_energy_ev=-27043.70367 mol_weight_g_mol=139.2 charge=-1
C 0.312 -1.170 0.664 -1.01 -0.25 -1.19 -1.193
C -0.183 -0.108 -0.361 0.24 -0.06 -0.16 -0.560
O -4.800 -1.725 -0.501 -0.02 1.23 0.80 -0.438
O -6.100 0.223 -0.990 -0.72 1.07 -0.53 -0.425
O -2.675 0.967 0.593 -2.19 -0.38 -0.36 -0.463
Si -1.209 1.354 0.341 1.73 1.12 1.07 -0.035
S -5.186 -0.380 -0.081 1.22 -2.08 -0.10 0.811
H -0.343 -1.638 1.417 -0.10 1.17 -0.01 0.314
H 0.559 -2.023 0.093 0.27 -1.36 -1.02 0.378
H 1.261 -0.921 1.006 1.46 0.84 1.53 0.343
H -0.677 -0.683 -1.154 -0.81 0.38 0.26 0.299
H 0.657 0.279 -0.976 0.20 -0.05 0.76 0.296
H -0.620 1.770 1.844 0.04 -0.41 -1.57 -0.155
H -0.835 2.684 -0.524 -0.32 -1.21 0.53 -0.172


No. 4
60
Properties=species:S:1:pos:R:3:forces:R:3:mulliken_charge:R:1 method="wB97M-V/def2-TZVPD" spin_multiplicity=1 total_energy_ev=-114211.28210 mol_weight_g_mol=478.3
C 2.197 -3.324 2.171 0.18 0.58 0.99 -0.497
C 2.855 -1.981 2.913 -0.33 -1.58 0.89 -0.378
N 4.119 -1.485 2.246 -1.12 0.38 -1.56 -0.374
C 3.881 -1.026 0.814 -1.51 -0.07 1.23 -0.166
Br 5.559 -0.135 0.100 -0.67 -0.70 0.40 -0.204
O 2.795 -0.036 0.861 2.23 -2.17 -1.77 -0.069
C 2.262 0.283 -0.470 -0.25 2.47 0.27 -0.267
C 2.691 1.872 -0.767 1.60 -0.39 -0.29 -0.477
C 3.024 2.715 0.609 -0.63 0.42 0.43 -0.795
C 0.596 0.107 -0.352 4.89 -0.48 -0.49 0.178
O 0.444 -0.915 0.738 -1.48 2.46 -1.02 -0.467
N 0.164 -0.377 -1.708 -2.46 -3.85 3.05 -0.234
C 0.070 -1.732 -1.817 -0.40 1.49 -0.42 0.424
C 1.250 -2.854 -1.688 -0.94 -0.61 -0.13 -0.936
C -1.442 -2.333 -2.207 0.42 1.12 -0.79 -0.791
O 0.130 1.425 0.061 -1.51 -2.43 -1.22 -0.025
C -1.274 1.709 -0.185 -1.40 1.35 -0.20 0.441
C -1.595 2.326 -1.708 -0.11 -1.94 -0.59 -0.678
O -0.444 3.046 -2.289 -1.34 -7.24 -0.78 -0.113
O -0.479 4.322 -2.028 1.39 6.61 0.90 -0.445
C -2.348 0.553 0.252 0.15 -0.24 0.78 0.182
C -3.925 0.992 0.169 -0.08 -2.06 0.34 0.289
O -4.424 1.125 1.550 0.65 -0.07 -0.79 -0.581
C -4.760 -0.242 -0.528 0.62 0.78 -1.43 -0.499
N -4.899 -1.480 0.334 0.09 -0.41 -1.70 -0.689
P -1.670 3.211 1.000 -3.80 1.29 -0.49 0.316
O -2.945 4.030 0.561 3.64 -2.12 0.80 -0.660
H 2.845 -4.233 2.549 -1.36 1.66 -1.12 0.361
H 1.113 -3.439 2.609 2.02 0.05 -1.10 0.229
H 2.179 -3.229 0.995 -0.03 -0.25 2.59 -0.157
H 2.040 -1.154 3.104 1.96 -1.47 -0.79 0.105
H 3.181 -2.366 3.994 -0.64 0.99 -2.31 0.383
H 4.894 -2.186 2.293 -1.11 0.83 -0.24 0.296
H 3.637 -1.896 0.071 0.49 1.76 1.21 0.309
H 2.720 -0.324 -1.356 -1.02 0.69 1.95 0.381
H 3.731 1.786 -1.346 -2.23 0.25 1.18 0.352
H 1.963 2.412 -1.507 1.11 -1.15 1.70 0.215
H 2.255 2.480 1.480 1.53 0.40 -1.94 0.092
H 4.092 2.479 1.046 -2.18 0.39 -1.11 0.238
H 2.941 3.884 0.413 0.27 -2.48 0.26 0.306
H 0.285 -0.374 1.566 0.43 -0.84 -1.40 0.480
H 0.942 -3.580 -0.807 0.89 1.51 -1.69 0.183
H 1.217 -3.527 -2.672 -0.15 1.57 2.03 0.446
H 2.342 -2.447 -1.619 -2.32 -0.60 0.18 0.174
H -2.034 -2.629 -1.214 1.71 0.41 -2.03 0.071
H -2.057 -1.417 -2.659 1.45 -2.02 0.87 0.185
H -1.391 -3.209 -2.990 -0.22 1.60 1.76 0.433
H -2.612 2.901 -1.763 2.25 -0.58 0.42 0.450
H -1.739 1.354 -2.387 0.66 2.26 1.33 0.137
H 0.424 4.663 -2.362 -2.05 -0.91 0.80 0.332
H -2.127 0.316 1.401 -0.43 0.49 -2.45 0.253
H -2.244 -0.469 -0.307 0.30 2.17 0.76 -0.775
H -4.121 1.946 -0.489 0.37 -1.68 1.94 0.350
H -4.189 0.332 2.117 -0.39 1.10 -1.63 0.393
H -5.800 0.199 -0.860 1.99 -1.15 0.82 0.423
H -4.147 -0.573 -1.489 -1.37 1.10 1.49 0.165
H -4.026 -2.056 0.160 -1.36 0.84 0.40 0.258
H -5.667 -2.053 -0.130 1.27 0.92 0.97 0.273
H -1.984 2.582 2.287 0.75 0.31 -0.91 0.067
H -0.498 4.025 1.243 -0.45 -0.77 -0.32 0.108


No. 5
21
Properties=species:S:1:pos:R:3:forces:R:3:lowdin_spin:R:1 method="wB97M-V/def2-TZVPD" spin_multiplicity=3 total_energy_ev=-21315.07274 mol_weight_g_mol=163.2 charge=+1
C 1.590 -1.947 1.524 -3.00 -3.48 -2.20 0.001
C 1.919 2.251 -0.491 -2.80 2.16 -2.10 0.002
C -1.576 -1.017 -2.217 -0.09 -3.58 -0.73 0.006
C -1.466 1.103 1.624 1.74 -0.90 4.57 0.572
N -3.032 0.006 0.227 -4.83 -2.85 -5.04 0.822
N -2.354 0.496 0.985 2.28 -0.06 2.09 0.422
O 1.400 -0.810 0.601 1.20 -0.39 1.85 0.010
O 1.006 1.246 -1.065 -1.27 -1.28 0.27 0.013
O -0.464 -1.196 -1.223 -1.33 1.61 -0.26 0.004
Si 0.578 -0.217 -0.562 0.21 1.07 -0.38 0.019
H 2.111 -2.799 0.878 -0.60 2.07 1.78 0.000
H 0.483 -2.416 1.672 2.61 1.19 -0.08 0.000
H 2.005 -1.750 2.524 0.19 0.61 -0.95 0.000
H 1.630 2.459 0.508 0.39 -0.43 1.16 0.001
H 1.634 3.273 -1.019 1.04 -2.33 0.59 0.000
H 2.843 1.831 -0.737 1.79 0.27 0.26 0.000
H -1.756 -0.101 -2.698 0.95 1.76 -0.15 0.002
H -2.617 -1.283 -1.864 1.71 -0.21 0.50 0.001
H -1.202 -1.778 -2.959 -1.03 0.94 0.44 0.001
H -1.634 2.125 1.682 0.78 2.46 0.20 0.049
H -1.098 0.524 2.610 0.09 1.37 -1.82 0.075


No. 6
10
Properties=species:S:1:pos:R:3:forces:R:3:mulliken_charge:R:1 method="wB97M-V/def2-TZVPD" spin_multiplicity=1 total_energy_ev=-78119.11492 mol_weight_g_mol=163.0
C 1.058 -1.154 -1.756 0.64 1.35 3.78 -0.107
C -0.084 1.216 0.273 -1.93 1.66 1.52 -0.252
N 1.849 -1.355 -0.689 0.29 -0.35 1.59 -0.350
N 0.172 -0.246 -1.530 -1.19 0.77 -0.96 -0.825
N 1.424 -0.577 0.267 0.64 -0.27 -0.71 -0.470
N 0.427 0.111 -0.286 0.58 -0.85 -0.46 1.003
Br -0.987 2.389 -0.864 0.14 -0.12 0.46 -0.058
H 1.264 -1.721 -2.532 0.18 -2.12 -4.08 0.545
H -0.293 1.288 1.364 0.73 -0.08 -1.07 0.450
H -1.631 0.015 1.750 -0.08 0.01 -0.07 0.064